# 1
# C45H104N4O9

A cluster of 9 separate species, C45H104N4O9 in total at a distorted geometry (ωB97M-V/def2-TZVPD, OMol25).

As for the highest occupied orbital energy: -8.023 eV. The calculation puts the total energy at -72726.794 eV. As for the charge: 0. The frontier orbital gap is 8.2 eV.

```
162
Properties=species:S:1:pos:R:3:forces:R:3:lowdin_charge:R:1
O -5.4937 -0.7717 10.6147 -0.1712 1.8452 1.0327 -0.013
O 1.4739 2.9094 -8.9742 -0.0160 0.0898 -0.6532 0.008
O 2.4667 -3.8497 9.0561 -1.1207 0.2389 -0.0324 -0.079
O 1.8441 6.1843 2.0163 -1.2549 0.7838 0.1218 -0.084
O 2.9178 -4.1515 -4.2886 -1.5452 -0.4214 0.8321 -0.068
O -5.3631 -4.6453 -8.7069 -1.0762 0.0405 -0.8436 -0.099
O -1.1655 -3.0145 -0.2850 -0.2916 0.2999 -0.1544 -0.009
O 3.1016 2.1611 -0.4262 2.0778 0.5776 -0.8407 -0.015
O 6.8868 -3.6428 5.1829 0.9993 1.5926 2.5281 -0.113
N -5.5184 -2.1030 10.3290 0.3514 -2.4410 -1.4668 -0.144
N 0.3265 3.5305 -9.4489 -1.6884 2.1965 0.2705 -0.150
N 4.3368 2.7405 -0.9474 -0.5498 2.8536 0.3881 -0.109
N -1.4177 -1.7494 0.2838 -0.7206 1.3815 1.7901 -0.106
C -4.0069 -4.3671 -8.3854 -0.9761 -1.1141 -0.3022 -0.325
C -5.7120 -2.2512 8.8509 -3.0820 -2.8925 1.4109 -0.503
C -4.0207 -3.8171 -6.9949 0.8630 0.9909 0.2216 -0.096
C -3.8588 -1.8088 -0.3355 -1.2513 -1.6793 1.4274 -0.046
C 5.6706 0.6945 -0.8188 0.2210 -0.3388 0.3767 -0.047
C -7.1720 -1.7601 8.5845 1.7498 0.8983 0.0033 -0.035
C 3.8698 1.9649 -3.2297 -0.2417 1.1472 -0.5278 -0.028
C -1.5748 -0.5318 2.4606 -0.0511 0.7270 0.6821 -0.197
C -2.0871 -2.9631 2.5086 -0.8419 -0.4745 -1.3885 -0.027
C -4.5031 -2.8327 11.1073 -0.0748 -0.1666 0.6985 -0.496
C -0.8543 1.7075 -10.5730 -0.1674 -0.2637 -0.0227 -0.028
C -4.7763 -4.6620 9.2026 -0.3839 1.2083 1.6395 -0.139
C 4.1872 3.2428 -2.3426 0.4225 -0.4239 -0.3852 -0.432
C 5.5527 2.1630 -0.3793 0.9128 -0.6739 1.2684 -0.466
C 4.2672 -3.9031 -4.4028 1.1067 0.7228 -1.6626 -0.358
C -4.6859 -1.6984 7.9534 1.0359 0.6715 -0.9931 -0.037
C -4.9085 -2.7386 12.6213 0.0865 -0.1669 -0.6251 -0.045
C -1.0065 2.1127 -8.0356 0.1264 0.0438 0.6283 -0.044
C -0.1679 6.9347 3.3508 0.0459 -0.6427 -0.3145 -0.082
C -2.5812 -1.0315 -0.3038 1.1726 1.6446 0.1361 -0.499
C -2.1106 4.7967 -10.5948 -1.2794 -2.2575 -0.2943 -0.215
C -0.8932 2.7149 -9.4612 0.0044 1.0513 1.3538 -0.493
C -4.6273 -4.3346 10.7597 0.0101 0.8125 -1.6721 -0.119
C 3.2735 -2.7419 8.7246 2.8549 -0.0930 1.8499 -0.308
C 6.9038 2.7982 -0.8432 -0.4829 3.2257 -2.0028 -0.120
C 1.4861 5.6835 -9.7238 0.1827 -0.3600 0.0511 -0.038
C 0.4923 4.6879 -10.3628 0.0878 -0.7227 -0.0566 -0.459
C -2.1604 3.6613 -9.6307 0.8097 -2.1129 1.2351 -0.142
C -1.2852 -1.8211 1.7542 2.0054 -2.5991 1.3174 -0.459
C 3.6619 -1.9378 10.0095 -0.4697 0.7459 -0.3613 -0.088
C 0.8678 4.3183 -11.8477 0.2705 0.0584 0.6928 -0.017
C -3.0370 -2.2828 10.9943 -0.8034 -0.6428 -0.1304 -0.019
C -5.9152 -3.7903 8.5827 1.6222 -0.5375 0.2162 -0.144
C 6.0844 -4.0098 4.1506 -0.2666 -0.7817 -1.8208 -0.212
C 5.0181 -5.0699 -5.0564 0.6026 -0.1815 1.1367 -0.085
C -2.8340 0.1248 2.0324 -0.7973 0.3213 -0.9819 -0.204
C 6.8283 3.2905 -2.3766 -1.2259 -2.3637 0.8897 -0.159
C 0.2555 -2.1317 2.0063 -0.6447 0.5631 0.4725 -0.032
C -2.7466 0.3407 0.4740 -0.3046 -0.6067 2.3904 -0.079
C 5.4547 2.2534 1.2232 0.8218 -0.1727 -0.7958 -0.023
C -2.1675 -0.7647 -1.7302 -1.2701 -1.2830 -2.0466 -0.053
C 3.0118 4.2905 -2.5008 0.5290 -1.3300 1.0763 -0.030
C 5.5028 3.9987 -2.8262 1.0559 -1.2489 1.2668 -0.110
C -0.8208 5.4872 -10.4161 -0.3084 1.7502 -0.1404 -0.166
C 0.3961 6.1335 2.1337 -0.3671 -0.9024 0.8235 -0.290
H -2.3323 4.4259 -11.5956 0.5574 -0.0400 -0.3942 0.110
H -4.5517 -0.6179 8.0036 0.2227 0.0238 0.6878 0.092
H -3.7558 -2.2416 8.1206 0.2314 0.3894 -0.0620 0.072
H 3.8047 -2.5386 10.9077 -0.7249 -0.2039 -0.1084 0.071
H 4.7173 0.1712 -0.7443 0.0509 -0.1752 0.3053 0.077
H 3.0600 1.3516 -2.8346 -0.0163 0.0766 0.4105 0.068
H 5.5173 3.9964 -3.9161 -0.2354 0.1717 -0.0234 0.111
H -3.7044 -4.6849 11.2218 -0.2620 -1.0306 -0.2075 0.110
H 3.0640 1.3699 -0.9686 -0.5978 -0.5899 0.0901 0.051
H 4.7833 -5.9818 -4.5072 -0.0364 -0.0318 0.2176 0.071
H 0.0103 4.0298 -12.4557 -0.1972 0.2853 0.1232 0.069
H 1.3622 5.1896 -12.2772 -0.0983 -0.0640 -0.2786 0.077
H 6.7767 2.3115 -2.8531 0.3983 0.0059 -0.7629 0.075
H -2.6950 -2.4094 9.9671 0.1703 0.4856 0.0361 0.065
H -1.0871 2.2890 -11.4650 -0.1205 -0.6130 -0.3798 0.075
H 2.4912 5.3276 -9.4974 0.0046 -0.4085 -0.4921 0.077
H 6.0844 -4.9017 -4.9055 0.1559 -0.0565 -0.2326 0.068
H 5.1918 -4.5154 4.5189 -0.0353 -0.5247 -0.4339 0.080
H 1.1040 5.9553 -8.7398 -0.2101 0.2166 -0.1292 0.085
H -1.1326 -0.7597 -2.0723 0.1495 1.0123 0.7936 0.087
H 2.9325 4.6580 -3.5239 -0.0410 -0.2773 0.0079 0.081
H 2.1462 5.3765 1.5946 -0.1028 -0.0695 -0.0610 0.068
H 1.8569 2.5375 -9.7721 0.6064 -0.5340 -0.1566 0.086
H 5.7391 -3.1993 3.5088 0.1922 0.5026 0.4824 0.080
H 4.7026 1.2907 -3.4296 0.1615 0.3136 0.0948 0.066
H 4.8566 -5.3435 -6.0990 -0.3462 0.7220 -0.1278 0.069
H -4.9271 -3.2489 -6.7857 -0.2270 -0.4921 -0.0223 0.078
H -1.9305 -3.9827 2.1565 0.7246 0.0674 -0.4618 0.072
H 2.7477 -4.5970 8.5231 -0.1087 0.0970 -0.0236 0.078
H -7.8449 -2.1643 9.3408 0.0640 0.0358 -0.1807 0.086
H 7.0897 -4.4447 5.6701 0.1429 0.1630 0.1212 0.083
H -1.5653 0.9091 -10.3604 -0.2208 0.0252 -0.4435 0.089
H -3.4622 -5.3099 -8.3353 0.3819 0.0484 -0.4641 0.105
H 2.1207 3.7673 -2.1538 -0.3250 0.1631 -0.4397 0.069
H 4.8376 1.4347 1.5933 -0.2766 0.4492 0.1766 0.072
H -0.8027 6.2129 -11.2291 0.7632 0.2523 -0.0600 0.125
H 1.5477 3.4723 -11.9482 0.2874 -0.0031 0.3139 0.071
H -5.5409 -4.7544 11.1807 0.2143 0.0666 0.5860 0.110
H -4.3557 -1.8813 0.6319 0.0529 0.5949 0.4052 0.068
H 6.4304 0.2175 -0.1997 -0.1831 -0.3040 0.1064 0.087
H 4.5945 -1.3739 9.9933 0.4521 -0.3297 -0.9485 0.061
H -3.6265 0.9333 0.2234 0.0304 -0.3038 -0.8187 0.114
H -2.8567 -0.0867 -2.2336 0.5365 0.9404 0.2460 0.089
H 0.1282 7.9831 3.3849 0.3969 -0.1914 0.0140 0.068
H -1.2562 6.9560 3.4079 -0.2434 -0.0741 -0.9015 0.062
H -3.7084 -0.3969 2.4216 -0.1503 -0.6732 -0.5721 0.104
H -0.1917 6.3064 1.2322 0.6173 1.1357 -0.4900 0.096
H -4.3857 -3.4692 13.2387 0.4937 0.0175 -0.2099 0.080
H 1.5673 6.5554 -10.3728 -0.0149 0.1224 0.1449 0.083
H -1.7373 -0.6278 3.5342 0.7064 -0.7765 0.1740 0.125
H -0.2575 1.3536 -7.8100 -0.0639 -0.1582 -0.3120 0.075
H 5.5980 5.0234 -2.4669 -0.7534 0.1016 0.0515 0.108
H -2.3358 -2.8351 11.6199 -0.1995 -0.3414 0.1093 0.078
H 0.8798 -1.2664 1.7835 -0.1151 0.1040 -0.6399 0.070
H -5.9669 -3.9739 7.5095 0.4922 0.2769 -0.3045 0.109
H 5.2637 3.2355 1.6558 -1.3233 0.1649 -0.7101 0.075
H -7.4189 -2.0912 7.5758 -0.3543 0.2702 0.0332 0.083
H -1.9929 -3.0749 3.5888 0.3508 0.7999 0.0169 0.079
H -5.6669 -5.5461 -8.5735 0.5188 -0.0392 0.1557 0.081
H 0.1239 5.0827 2.2323 0.0357 -0.2854 0.7463 0.096
H -4.6913 -1.7498 13.0254 -0.2512 0.0245 0.0568 0.076
H -4.6802 -1.5576 -1.0065 0.5355 0.4840 -0.4313 0.092
H -3.6546 -3.7775 -9.2318 0.3098 0.3441 0.4528 0.112
H -3.2439 -3.0689 -6.8370 0.4797 -0.3016 0.1851 0.069
H -0.7258 0.1433 2.3524 0.0100 0.2177 -0.2230 0.119
H -2.9530 2.9444 -9.8451 -0.3268 0.1350 -0.0648 0.121
H -0.9288 6.0850 -9.5111 0.2939 -0.0294 0.2309 0.123
H -0.8566 2.8655 -7.2617 0.4674 0.5199 -0.3448 0.082
H 6.0023 0.5665 -1.8492 0.0194 0.3048 -0.0307 0.065
H 4.2281 -3.2041 8.4729 0.2205 0.3766 -0.8866 0.098
H 3.1147 5.1430 -1.8294 0.3981 -0.0319 0.0088 0.077
H 6.7968 -4.5642 3.5395 -1.0382 -0.9503 -0.8736 0.082
H 0.6398 -3.0139 1.4944 -0.2337 0.0245 0.0404 0.072
H -6.1637 -0.7969 11.3018 -0.1171 1.0743 0.2018 0.108
H -3.8187 -4.4284 8.7373 -0.0532 -0.4496 -0.3494 0.095
H -2.9887 -1.2632 11.3767 -0.0922 0.1454 -0.5576 0.077
H 7.7628 3.7655 -2.6753 -0.2548 0.2396 -0.0075 0.102
H -1.8756 0.9955 0.5001 0.2264 -0.1148 -1.1705 0.114
H -7.0948 -0.6757 8.6635 -0.7158 0.1369 -0.2414 0.075
H 4.7131 -3.5582 -3.4700 -0.2718 -0.8488 0.4718 0.112
H -6.8945 -4.1863 8.8512 -0.0312 0.3877 0.8754 0.108
H 7.8463 2.2615 -0.7346 -0.6325 -1.1426 0.0240 0.112
H 6.4117 2.1943 1.7416 0.6759 -1.0150 -0.6340 0.067
H -5.0726 -5.7103 9.1639 0.4903 -0.0733 -0.4327 0.099
H 2.5647 -4.2850 -5.1713 -0.0680 -0.0065 0.0001 0.089
H -2.3634 4.0543 -8.6345 0.0256 0.1018 0.1101 0.115
H 3.4412 2.2895 -4.1779 0.2619 0.0467 -0.2862 0.077
H 4.3628 -2.9820 -4.9779 0.3983 0.1166 -0.6230 0.102
H -3.6442 -2.8706 -0.4563 0.2729 -0.0544 -0.6891 0.088
H -0.3222 -2.8131 -0.6970 0.1401 -0.4997 -0.3108 0.103
H -3.0528 5.2881 -10.3523 0.4364 1.1604 -0.0687 0.121
H -5.9482 -3.0402 12.7480 -0.2456 0.4590 -0.1287 0.081
H -3.1479 -2.8752 2.2737 -0.2601 0.4387 0.2892 0.059
H 7.2350 3.7207 -0.3663 -0.9184 0.2649 0.9349 0.100
H 2.9588 -2.0347 7.9572 -0.5370 -0.4433 -0.1610 0.107
H -4.9121 -1.8151 6.8936 -0.3875 -0.4859 -0.0353 0.090
H -3.8690 -4.6934 -6.3648 -0.2713 0.5280 0.6201 0.076
H 0.4351 -2.2260 3.0772 -0.2380 -0.4581 0.1731 0.077
H 2.9799 -1.0949 10.1216 -0.5700 -0.3874 0.6652 0.060
H 0.0040 6.4146 4.2932 0.8995 0.2055 0.0293 0.064
H -2.4947 -1.6348 -2.2993 0.0108 -0.6951 0.0351 0.071
H -1.9795 1.7600 -7.6936 -0.3216 -0.5005 -0.8956 0.078
H -2.9492 1.0420 2.6099 0.2673 0.5995 -0.5093 0.109
H 0.1211 1.2345 -10.6864 0.1134 0.0535 0.0413 0.081
```
Positions in Å, forces in eV/Å.



# 2
# CsH38O19

A structure of composition CsH38O19 at a distorted geometry (ωB97M-V/def2-TZVPD, OMol25).

As for the highest occupied orbital energy: -13.345 eV. The calculation puts the total energy at -40065.899 eV. As for the charge: +1. The frontier orbital gap is 11.1 eV.

```
58
Properties=species:S:1:pos:R:3:forces:R:3:lowdin_charge:R:1
Cs -15.6703 4.0463 -1.8414 -0.2063 0.0911 0.2191 1.094
O -14.8843 1.2430 -1.1472 0.9284 -0.2008 -1.5264 -0.178
O -12.9163 8.0140 -2.4383 -0.3394 0.2982 -2.8736 -0.072
O -15.4372 5.5693 3.9149 0.6133 0.6018 -0.3445 -0.041
O -16.5757 7.4296 -2.7306 1.0921 1.1582 0.3728 -0.137
O -20.8360 7.2517 0.7194 1.2517 2.3454 3.4692 0.014
O -12.5121 4.1521 -2.3944 -0.3238 -1.1576 -0.2107 -0.111
O -18.0623 6.0156 -0.3559 -0.2007 -2.0008 2.6924 -0.081
O -14.6152 4.5030 1.3466 -0.6095 1.0834 1.1662 -0.125
O -15.8271 0.5991 1.3410 1.0796 0.6106 0.4767 -0.053
O -18.1291 8.2306 1.3425 1.1068 -0.4141 2.0781 -0.082
O -18.5315 2.6899 -0.3177 0.4035 -0.5750 -0.5955 -0.087
O -18.1821 4.2961 1.9699 0.6227 -1.1879 0.6078 -0.040
O -13.6739 7.0477 0.1431 -0.6924 -0.8992 2.7802 -0.038
O -17.2450 3.2365 4.5032 -0.7714 -0.3536 0.2463 -0.060
O -13.8828 4.1967 5.9503 0.2472 -0.1630 1.6959 -0.073
O -17.0261 10.4878 0.2828 1.9013 2.5195 -0.8467 -0.021
O -16.0498 8.3760 3.3096 -0.2503 1.1948 0.9079 -0.061
O -14.7182 2.4503 3.4438 -1.2979 -1.3314 0.9729 -0.037
O -15.1571 9.1601 -1.4203 -0.4400 0.7718 0.6781 -0.080
H -17.7836 2.5448 4.9341 0.5024 0.4504 -0.3112 0.076
H -14.0935 1.9070 3.9420 0.2599 0.4760 -0.6209 0.086
H -18.0008 6.3828 -1.1944 0.4410 1.7346 -2.1695 -0.036
H -13.6604 4.2233 6.9324 -0.5260 -0.0690 -1.9533 0.099
H -18.9519 7.7949 1.5809 -0.6585 0.1305 -0.3545 0.019
H -16.3064 5.1853 3.8853 -0.7158 -0.3556 0.1310 0.019
H -14.1953 9.1971 -1.4981 -0.1657 0.2479 0.2763 0.030
H -15.5289 9.7620 -0.7150 0.3835 -0.5807 -0.8282 0.064
H -15.1254 1.0984 -0.2468 -0.7577 -0.2248 1.6393 -0.048
H -19.4862 2.6672 -0.3028 -0.3150 -0.0597 -0.1082 0.037
H -13.5854 7.2147 -0.7660 -0.1518 0.6770 -1.8549 -0.048
H -18.4304 3.8565 2.8054 0.2618 0.3775 -0.2540 0.050
H -15.9668 8.9075 4.1442 -0.0646 -0.8461 -1.2578 0.090
H -12.2493 8.5330 -2.9432 -0.0682 -0.3673 0.9949 0.091
H -15.3579 1.3025 1.8654 -1.0009 -0.7829 -0.3074 0.042
H -18.3003 3.2220 0.4432 0.0812 0.6388 0.6191 -0.035
H -12.1516 4.9909 -2.1685 0.5085 1.1948 0.2858 0.011
H -14.3510 3.0511 2.8137 1.0658 0.9452 -0.6898 0.014
H -21.6685 7.4656 1.1315 -0.3995 0.1072 0.1374 0.057
H -16.0451 8.2755 -2.4539 -1.0255 -1.6717 0.0486 0.030
H -14.3758 0.4359 -1.3179 -0.1232 0.3387 -0.3418 0.059
H -17.1918 7.7409 -3.3888 -0.3016 0.0647 -0.4022 0.028
H -18.7406 5.0481 1.8686 -0.7664 0.8617 -0.2446 0.025
H -14.5869 7.2428 0.4479 0.8880 0.1106 -0.8288 0.064
H -13.5271 7.8483 -3.2223 0.5585 -0.0539 1.6251 0.103
H -16.7241 0.8843 1.1582 -0.2472 0.2979 0.1031 0.046
H -21.0174 6.7391 0.0075 -0.7619 -2.4791 -3.4369 -0.013
H -11.7595 3.5451 -2.3611 -0.2691 0.0798 -0.0313 0.060
H -17.6327 9.8147 0.4346 -1.8997 -2.2892 0.6965 -0.036
H -15.0018 5.1980 4.6963 0.1560 -0.0306 0.0734 0.022
H -17.6166 8.2365 2.2214 -0.4022 0.2658 -1.5797 0.069
H -15.4799 7.6116 3.4156 0.0770 -0.4634 0.3748 0.007
H -14.4106 3.3941 5.8159 0.1360 0.2436 0.1847 0.029
H -17.5368 11.2392 -0.0474 0.2411 -0.1761 0.0905 0.070
H -14.9050 5.2261 1.9928 0.3247 -1.5727 -0.7349 0.054
H -16.6137 2.7893 3.9220 0.2573 -0.1686 0.1618 0.012
H -17.8156 6.6499 0.3419 -0.0364 0.3645 -0.8341 0.011
H -13.8897 4.9431 0.8975 0.3991 0.1926 -0.2648 0.010
```
Positions in Å, forces in eV/Å.